# 1
{"formula": "C15H28NO5", "method": "ωB97M-V/def2-TZVPD", "charge": 1, "e_homo_ev": -11.32, "lumo_energy_ev": -5.7, "spin_multiplicity": 1, "gap_ev": 5.59, "elements": ["C", "O", "C", "O", "C", "C", "C", "N", "C", "C", "O", "H", "H", "H", "H", "H", "H", "H", "H", "C", "C", "O", "C", "C", "H", "H", "H", "H", "H", "H", "H", "H", "H", "H", "C", "C", "O", "C", "C", "H", "H", "H", "H", "H", "H", "H", "H", "H", "H"], "positions_angstrom": [[1.878, 3.738, -7.104], [2.948, 4.708, -6.776], [4.071, 3.977, -6.109], [5.319, 4.101, -6.568], [3.613, 3.002, -4.844], [2.859, 3.773, -3.588], [2.353, 2.809, -2.345], [2.560, 1.281, -2.361], [3.273, 0.534, -3.479], [3.828, 1.373, -4.786], [4.510, 0.640, -5.879], [1.445, 4.081, -8.159], [0.990, 3.719, -6.342], [2.252, 2.638, -7.252], [2.692, 4.947, -3.605], [1.816, 3.305, -1.417], [2.189, 0.744, -1.544], [3.407, -0.633, -3.471], [3.825, -0.014, -6.208], [1.126, -3.000, 1.318], [1.336, -1.496, 1.383], [0.824, -0.802, 0.247], [-0.575, -0.927, 0.005], [-1.434, -0.419, 1.150], [1.589, -3.413, 0.415], [1.567, -3.485, 2.195], [0.066, -3.263, 1.291], [2.411, -1.294, 1.415], [0.917, -1.077, 2.302], [-0.823, -1.964, -0.246], [-0.792, -0.333, -0.889], [-1.264, -0.981, 2.071], [-2.496, -0.503, 0.896], [-1.207, 0.632, 1.362], [-3.155, -3.473, 5.473], [-2.547, -2.091, 5.297], [-3.073, -1.377, 4.181], [-4.475, -1.119, 4.197], [-4.925, -0.294, 5.391], [-3.006, -4.075, 4.568], [-2.691, -3.989, 6.320], [-4.229, -3.426, 5.660], [-1.472, -2.200, 5.120], [-2.650, -1.496, 6.209], [-5.032, -2.060, 4.134], [-4.702, -0.564, 3.280], [-4.729, -0.804, 6.338], [-5.999, -0.094, 5.333], [-4.391, 0.662, 5.418]]}

=====

# 2
{"formula": "C15H29IrN2O2PSi", "method": "ωB97M-V/def2-TZVPD", "e_above_lowest_kj_mol": 0.0, "charge": 2, "e_homo_ev": [-11.83, -16.18], "lumo_energy_ev": [-7.1, -11.2], "spin_multiplicity": 6, "gap_ev": [4.72, 4.98], "elements": ["C", "C", "N", "C", "C", "C", "C", "C", "P", "H", "H", "H", "C", "C", "H", "H", "H", "C", "C", "H", "H", "H", "H", "H", "H", "H", "H", "H", "H", "H", "H", "C", "O", "Ir", "O", "H", "H", "N", "C", "Si", "C", "C", "H", "H", "H", "H", "H", "H", "H", "H", "H"], "positions_angstrom": [[2.388, -0.592, -1.541], [1.559, 0.574, -1.960], [0.591, 0.895, -1.101], [0.204, 2.222, -1.009], [0.361, 3.028, -2.178], [1.175, 2.594, -3.207], [1.850, 1.376, -3.070], [-0.125, 2.666, 0.274], [-0.431, 1.438, 1.560], [2.594, 1.015, -3.776], [-0.111, 4.005, -2.179], [1.327, 3.204, -4.097], [0.769, -2.345, -1.809], [2.389, -2.457, -0.003], [-0.371, 3.723, 0.414], [3.188, -0.252, -0.864], [2.825, -1.105, -2.406], [-2.095, 1.796, 2.202], [0.635, 1.814, 2.984], [-2.278, 1.220, 3.116], [-2.125, 2.868, 2.440], [-2.871, 1.570, 1.464], [0.746, 0.904, 3.590], [1.621, 2.124, 2.613], [0.175, 2.607, 3.589], [3.059, -2.988, -0.695], [2.980, -1.840, 0.684], [1.791, -3.177, 0.565], [1.498, -2.666, -2.568], [0.307, -3.218, -1.341], [0.006, -1.718, -2.282], [0.396, -1.376, 2.108], [0.580, -1.958, 3.105], [0.163, -0.457, 0.520], [2.890, 1.839, 0.687], [2.156, 2.474, 0.446], [3.700, 2.373, 0.694], [1.511, -1.558, -0.793], [-2.911, -0.149, -0.809], [-1.993, -1.311, 0.391], [-2.943, -1.452, 2.037], [-2.084, -3.083, -0.323], [-2.870, 0.908, -0.517], [-3.967, -0.453, -0.872], [-2.468, -0.223, -1.813], [-3.712, -2.230, 1.921], [-2.281, -1.764, 2.859], [-3.451, -0.524, 2.325], [-3.069, -3.515, -0.083], [-1.961, -3.093, -1.415], [-1.316, -3.732, 0.124]]}

=====

# 3
{"formula": "C15H29N3O3PS", "method": "ωB97M-V/def2-TZVPD", "charge": 1, "e_homo_ev": -11.27, "lumo_energy_ev": -4.9, "spin_multiplicity": 1, "gap_ev": 6.37, "elements": ["C", "C", "N", "C", "C", "C", "N", "N", "C", "P", "S", "H", "H", "H", "H", "H", "H", "H", "H", "H", "H", "H", "C", "C", "O", "C", "H", "H", "H", "H", "H", "H", "C", "C", "O", "C", "H", "H", "H", "H", "H", "H", "C", "C", "O", "C", "H", "H", "H", "H", "H", "H"], "positions_angstrom": [[-3.944, 3.452, -3.536], [-2.992, 2.964, -2.260], [-3.870, 2.132, -1.354], [-3.203, 1.765, -0.049], [-2.264, 0.450, 0.131], [-1.765, 0.365, 1.658], [-2.128, 1.349, 2.679], [-2.858, 2.481, 2.615], [-3.359, 2.645, 1.262], [-4.428, 4.261, 1.030], [-4.651, 5.161, 2.785], [-4.578, 4.407, -3.260], [-4.719, 2.608, -3.858], [-3.266, 3.670, -4.477], [-2.143, 2.256, -2.711], [-2.551, 3.888, -1.693], [-4.830, 2.519, -1.236], [-2.017, -0.337, -0.692], [-1.071, -0.547, 1.953], [-1.758, 1.151, 3.661], [-3.746, 5.206, 0.183], [-5.746, 3.874, 0.556], [3.260, -0.015, 1.485], [2.223, -1.098, 1.358], [1.244, -1.135, 2.102], [2.428, -2.134, 0.285], [2.982, 0.661, 2.300], [4.233, -0.457, 1.714], [3.313, 0.560, 0.556], [3.364, -2.670, 0.461], [2.444, -1.653, -0.697], [1.602, -2.852, 0.311], [7.719, -0.803, 3.672], [7.307, -1.436, 2.370], [6.227, -1.172, 1.844], [8.268, -2.406, 1.736], [6.928, -0.126, 4.012], [7.868, -1.576, 4.430], [8.636, -0.226, 3.530], [8.442, -3.250, 2.408], [9.210, -1.901, 1.508], [7.838, -2.784, 0.802], [-2.617, -3.692, -2.226], [-3.041, -2.410, -2.890], [-2.391, -1.375, -2.755], [-4.293, -2.443, -3.726], [-1.698, -3.519, -1.656], [-3.396, -4.031, -1.539], [-2.420, -4.455, -2.983], [-5.147, -2.725, -3.105], [-4.171, -3.150, -4.550], [-4.477, -1.447, -4.143]]}

=====

# 4
{"formula": "C15H29NO2P", "method": "ωB97M-V/def2-TZVPD", "e_above_lowest_kj_mol": 0.0, "charge": 1, "e_homo_ev": -12.76, "lumo_energy_ev": -5.3, "spin_multiplicity": 1, "gap_ev": 7.47, "elements": ["C", "C", "C", "O", "C", "C", "C", "C", "C", "N", "P", "O", "C", "H", "H", "H", "H", "H", "H", "H", "H", "H", "H", "H", "H", "H", "H", "H", "C", "C", "C", "C", "C", "C", "H", "H", "H", "H", "H", "H", "H", "H", "H", "H", "H", "H", "H", "H"], "positions_angstrom": [[-4.143, 0.642, 0.440], [-3.628, 0.007, 1.819], [-3.082, -1.495, 1.710], [-2.035, -1.664, 0.686], [-0.973, -2.415, 1.306], [0.061, -3.068, 0.279], [-0.288, -3.815, -1.035], [0.902, -4.423, -1.878], [2.350, -4.239, -1.342], [2.657, -3.506, -0.133], [4.329, -3.241, 0.483], [4.909, -1.955, -0.163], [1.573, -2.950, 0.638], [-3.267, 0.923, -0.240], [-4.915, -0.045, -0.060], [-4.716, 1.616, 0.693], [-4.496, -0.012, 2.587], [-2.801, 0.634, 2.322], [-2.714, -1.787, 2.768], [-3.914, -2.246, 1.423], [-0.369, -1.660, 1.948], [-1.343, -3.274, 1.989], [-1.376, -3.912, -1.369], [0.748, -4.995, -2.857], [3.230, -4.699, -1.918], [4.292, -3.109, 1.929], [5.088, -4.417, 0.167], [1.855, -2.375, 1.593], [1.555, 0.917, -0.031], [1.948, 2.208, -0.734], [1.476, 3.465, -0.001], [-0.043, 3.612, 0.136], [-0.823, 3.611, -1.181], [-0.460, 4.770, -2.098], [0.469, 0.802, 0.023], [1.953, 0.056, -0.577], [1.958, 0.888, 0.986], [1.568, 2.199, -1.761], [3.040, 2.243, -0.812], [1.883, 4.343, -0.513], [1.914, 3.474, 1.004], [-0.251, 4.547, 0.669], [-0.431, 2.810, 0.775], [-1.891, 3.672, -0.949], [-0.677, 2.663, -1.710], [-0.636, 5.729, -1.602], [-1.073, 4.741, -3.002], [0.587, 4.729, -2.408]]}

=====

The evaluated calculated total energy for the records listed, in turn: -27719.615 -43085.574 -46749.317 -30888.008 eV.